DFT (ωB97M-V/def2-TZVPD) results for C16H46BeN3O9 as an isolated structure.

The geometry in XYZ format:
```
75
Properties=species:S:1:pos:R:3:mulliken_charge:R:1
Be -1.450 -1.619 0.858 0.968
O 0.426 1.315 -1.630 -0.387
C -0.156 0.629 -0.630 0.399
O 0.345 -0.270 -0.060 -0.088
O -1.381 0.755 -0.370 -0.495
H 1.003 0.576 -1.838 0.071
C -4.862 -0.566 4.090 -1.523
C -3.663 -0.556 3.123 0.813
C -2.431 0.142 3.725 -1.038
O -1.270 -0.032 2.945 -0.129
C -0.234 0.948 3.049 -0.846
N -3.261 -1.894 2.822 -0.460
H -5.301 0.422 3.946 0.382
H -4.513 -0.682 5.115 0.366
H -5.657 -1.295 3.935 0.425
H -3.888 -0.197 2.119 -0.010
H -2.158 -0.374 4.645 0.405
H -2.594 1.205 3.901 0.520
H 0.665 0.395 2.777 0.160
H -0.138 1.391 4.040 0.504
H -0.362 1.834 2.427 0.270
H -2.896 -2.406 3.611 0.251
H -4.127 -2.346 2.565 0.247
C -5.049 -2.054 -2.021 -1.557
C -3.631 -2.180 -1.458 -0.043
C -2.486 -1.817 -2.399 -0.725
O -1.290 -2.216 -1.820 -0.255
C -0.167 -2.123 -2.725 -1.016
N -3.648 -1.371 -0.319 0.052
H -5.896 -2.002 -1.337 0.405
H -5.179 -2.893 -2.705 0.415
H -5.051 -1.157 -2.640 0.385
H -3.442 -3.177 -1.062 0.456
H -2.457 -0.745 -2.588 0.337
H -2.645 -2.133 -3.430 0.572
H 0.115 -1.079 -2.862 0.416
H -0.435 -2.655 -3.639 0.455
H 0.590 -2.759 -2.266 0.364
H -3.926 -0.422 -0.521 0.140
H -4.421 -1.686 0.250 0.242
C 4.175 2.453 -1.710 -1.639
C 4.053 1.596 -0.482 1.105
C 5.473 1.630 0.237 -1.062
O 6.519 0.779 -0.385 -0.322
C 7.832 1.344 -0.319 -0.705
N 2.932 2.036 0.307 -0.449
H 4.744 3.363 -1.523 0.343
H 3.216 2.755 -2.133 0.506
H 4.556 1.919 -2.581 0.362
H 3.815 0.612 -0.888 -0.133
H 5.305 1.170 1.211 0.294
H 5.810 2.627 0.522 0.489
H 8.017 1.959 -1.200 0.261
H 8.548 0.524 -0.359 0.226
H 7.936 1.853 0.639 0.350
H 3.110 2.985 0.602 0.289
H 2.153 2.231 -0.305 0.140
C -4.773 2.566 0.571 -0.691
O -4.172 1.400 0.132 -0.587
H -5.769 2.235 0.866 0.257
H -4.065 2.808 1.364 0.223
H -4.746 3.406 -0.124 0.299
H -3.309 1.588 -0.243 0.240
C 2.624 -0.992 -4.876 -0.765
O 2.325 -0.191 -3.762 -0.467
H 3.596 -0.708 -5.279 0.305
H 2.737 -2.009 -4.502 0.302
H 1.980 -1.029 -5.755 0.280
H 2.649 -0.613 -2.963 0.233
C 3.368 -0.929 2.200 -0.692
O 2.805 -1.304 0.988 -0.521
H 4.453 -0.869 2.115 0.285
H 3.073 0.061 2.546 0.235
H 3.268 -1.641 3.020 0.340
H 2.684 -0.520 0.447 0.220
```

Total charge: +1
Energy relative to the best compared isomer or geometry (same formula, charge and spin) in kcal/mol: 11.5
Spin multiplicity: 1
Frontier orbital gap in eV: 5.8153